(1)
The following is a quantum chemistry calculation of C6H5NO in the gas phase at a distorted geometry, from OMol25.

For the relative energy (zero: lowest compared OMol25 entry of this formula, charge and spin), the calculation gives 3.040 eV. Its maximum force is 3.353 eV Å⁻¹. Its SMILES is C#C[C@](O)(C#N)C=C. The value obtained for the HOMO-LUMO gap is 11.2 eV. The calculation puts the total energy at -361.472486 a.u.

Last column: natural (NBO) charge in e.
CARTESIAN COORDINATES (ANGSTROEM)
O (0.281, 0.094, 1.624)  -0.646
N (-0.381, 2.721, -0.335)  -0.279
C (-2.638, -0.819, -0.192)  -0.190
C (-0.305, 1.620, -0.052)  0.242
C (0.801, -0.367, -0.637)  -0.190
C (2.045, -0.546, -0.351)  -0.328
C (-0.126, 0.205, 0.313)  0.084
C (-1.544, -0.289, -0.018)  -0.051
H (2.785, -0.818, -0.990)  0.197
H (-0.266, 0.734, 2.104)  0.487
H (2.439, -0.776, 0.593)  0.207
H (-3.489, -1.402, -0.432)  0.244
H (0.398, -0.358, -1.626)  0.222

---

(2)
The following is a quantum chemistry calculation of C6H5NO2 in the gas phase at a distorted geometry, from OMol25.

For the relative energy (zero: lowest compared OMol25 entry of this formula, charge and spin), the calculation gives 6.177 eV. Its maximum force is 3.746 eV Å⁻¹. The value obtained for the HOMO-LUMO gap (alpha / beta) is 8.6 / 7.1 eV. The calculation puts the total energy at -436.668949 a.u.

Last column: natural (NBO) charge in e.
CARTESIAN COORDINATES (ANGSTROEM)
O (-0.525, -2.257, -2.202)  -0.488
O (-1.142, -0.203, -1.522)  -0.483
N (0.908, -2.576, 2.084)  -0.293
C (0.794, -0.465, 0.690)  -0.095
C (-0.211, 0.618, 0.668)  -0.284
C (0.869, -1.573, 1.489)  0.206
C (1.202, 0.877, 0.190)  -0.428
C (-0.679, -1.372, -1.455)  0.786
C (-1.182, 0.804, -0.482)  -0.064
H (-2.187, 1.049, -0.029)  0.214
H (-0.873, 1.801, -0.841)  0.212
H (-0.428, 1.062, 1.659)  0.247
H (1.389, 0.834, -0.898)  0.228
H (2.065, 1.401, 0.651)  0.242

---

(3)
The following is a quantum chemistry calculation of C6H5NO2 in the gas phase at a distorted geometry, from OMol25.

For the relative energy (zero: lowest compared OMol25 entry of this formula, charge and spin), the calculation gives 7.998 eV. Its maximum force is 4.312 eV Å⁻¹. The value obtained for the HOMO-LUMO gap (alpha / beta) is 6.1 / 6.1 eV. The calculation puts the total energy at -436.602024 a.u.

Last column: natural (NBO) charge in e.
CARTESIAN COORDINATES (ANGSTROEM)
O (2.270, 0.455, -1.152)  -0.599
O (-0.438, -0.672, 0.678)  -0.446
N (0.731, -0.608, 0.086)  -0.102
C (-1.205, 0.981, -0.602)  0.309
C (-2.383, 1.028, 0.045)  -0.156
C (-0.008, 1.270, -1.110)  -0.313
C (1.737, -1.401, 0.750)  -0.441
C (-3.462, 0.815, 0.523)  -0.019
C (1.155, 0.383, -0.775)  0.567
H (2.473, -1.843, -0.011)  0.235
H (0.102, 1.931, -2.024)  0.289
H (2.238, -0.603, 1.386)  0.209
H (1.162, -2.154, 1.408)  0.234
H (-4.372, 0.417, 0.798)  0.234